(1)
Below is a cluster of 6 separate species, C50H96Cl2F3NO15 in total, with properties calculated with ωB97M-V with the def2-TZVPD basis set.

Atoms and positions in Å:
C  2.15561  -5.99807  -1.31972
C  1.80644  -4.49404  -1.30018
C  2.20928  -3.72167  -2.57701
C  3.16958  -2.55173  -2.31002
C  2.44642  -1.21701  -2.33167
C  3.33773  -0.05451  -1.87668
C  2.54577  1.26483  -1.80620
C  3.03284  2.06615  -0.58999
C  2.26210  3.38142  -0.36576
C  1.47137  3.41844  0.94359
O  2.08445  2.65908  1.98702
C  3.05709  3.36633  2.68705
O  4.06185  2.49177  3.01700
C  5.38778  2.94536  2.75247
C  6.17131  1.94979  1.91743
C  6.46934  0.70217  2.75079
O  2.38064  3.85410  3.83948
C  3.24347  4.34056  4.81616
O  3.90863  5.34011  4.64254
C  3.19549  3.53939  6.07282
C  2.06833  3.61448  6.83399
C  1.96014  2.87848  7.97680
C  2.99901  2.06941  8.33056
C  4.14154  2.00756  7.59456
C  4.23997  2.75345  6.45398
C  0.03734  2.83315  0.73267
C  -0.12070  1.45430  1.37916
C  -1.47343  0.81040  1.06653
C  -1.38827  -0.73854  1.09450
N  -1.05637  3.70725  1.20245
C  -0.99429  4.02124  2.60121
O  -1.97900  3.18729  3.28333
C  -1.90639  3.25960  4.62154
F  -2.19117  4.48671  5.08812
F  -2.82268  2.41893  5.13940
F  -0.71155  2.89638  5.10864
C  -1.34647  4.80450  0.38007
Cl  -0.13890  6.02126  -0.03273
C  -2.58946  4.95011  -0.07854
C  -3.69617  3.98495  0.23095
Cl  -3.06184  6.30012  -1.06034
H  2.68201  -6.28906  -2.22627
H  1.27641  -6.62472  -1.20071
H  2.82079  -6.22993  -0.48893
H  2.28292  -4.05341  -0.42881
H  0.73351  -4.41126  -1.14664
H  2.69718  -4.42048  -3.25312
H  1.30838  -3.33054  -3.04039
H  3.92280  -2.51238  -3.09933
H  3.69543  -2.71343  -1.36971
H  1.63957  -1.26264  -1.59554
H  2.05279  -0.97527  -3.31821
H  3.68475  -0.33100  -0.87950
H  4.23035  0.03246  -2.49760
H  2.66912  1.81761  -2.73271
H  1.51091  0.97320  -1.61947
H  4.07009  2.32841  -0.79939
H  3.01325  1.39674  0.26400
H  2.97492  4.20792  -0.35704
H  1.61699  3.55411  -1.22126
H  1.34121  4.42895  1.32344
H  3.38744  4.20099  2.06420
H  5.43895  3.93244  2.29194
H  5.90726  3.03022  3.70787
H  5.67760  1.69961  0.98235
H  7.13070  2.41506  1.69053
H  7.05564  0.94396  3.63442
H  6.99057  -0.06036  2.18047
H  5.52631  0.28732  3.10686
H  1.26375  4.26342  6.52152
H  1.05733  2.92394  8.56216
H  2.91659  1.45627  9.21813
H  4.95131  1.36565  7.89735
H  5.13812  2.72297  5.85677
H  -0.13044  2.65649  -0.32681
H  -0.03587  1.51906  2.46046
H  0.68710  0.81697  1.02349
H  -1.87378  1.16079  0.11563
H  -2.20225  1.08581  1.82036
H  -0.38398  -1.06415  1.34776
H  -1.71883  -1.16458  0.15195
H  -2.05647  -1.12504  1.86146
H  -1.29928  5.05318  2.76275
H  -0.01088  3.89149  3.05253
H  -3.40898  2.99485  -0.09977
H  -4.61467  4.28991  -0.25487
H  -3.88162  3.97891  1.30000
C  1.96995  -3.12326  2.52125
O  1.34808  -4.32780  2.10982
C  1.92207  -5.47946  2.71156
C  1.06516  -6.00020  3.84380
O  1.03909  -5.09561  4.93738
C  -0.15580  -4.33653  5.00278
H  1.35322  -2.29545  2.17435
H  2.05822  -3.06360  3.60852
H  2.96428  -3.03257  2.06823
H  2.93688  -5.26888  3.06268
H  1.98714  -6.24936  1.93498
H  1.49965  -6.93684  4.20945
H  0.05236  -6.21219  3.48880
H  -0.99091  -4.96637  5.32760
H  -0.39642  -3.87997  4.03951
H  -0.00688  -3.54678  5.73740
C  -8.43999  7.09061  0.64579
O  -8.29991  6.03675  -0.29038
C  -9.09713  6.21243  -1.45322
C  -8.26879  6.70448  -2.62046
O  -7.79608  8.02494  -2.40301
C  -6.43296  8.06372  -2.01850
H  -7.65902  6.97411  1.39574
H  -8.32930  8.06888  0.17229
H  -9.41451  7.03301  1.14252
H  -9.92913  6.89405  -1.25523
H  -9.51720  5.23285  -1.70371
H  -8.90293  6.73305  -3.51285
H  -7.43750  6.02036  -2.81807
H  -5.79165  7.82406  -2.87382
H  -6.22462  7.36959  -1.20092
H  -6.20686  9.07528  -1.68465
C  1.13421  -3.42211  -5.87522
O  2.53532  -3.22859  -5.79486
C  3.26734  -4.31142  -6.34938
C  3.79264  -3.98094  -7.72909
O  2.73901  -3.84502  -8.67044
C  2.43485  -2.49516  -8.97347
H  0.64851  -2.48196  -5.61582
H  0.82231  -3.71110  -6.88166
H  0.81778  -4.18808  -5.15988
H  2.65617  -5.21830  -6.37762
H  4.11777  -4.49828  -5.68462
H  4.42520  -4.80704  -8.06964
H  4.40574  -3.07558  -7.69683
H  3.22552  -2.05470  -9.59029
H  2.30405  -1.89839  -8.06749
H  1.50388  -2.48398  -9.53805
C  4.09005  -9.26656  3.47588
O  4.28469  -10.33273  2.56435
C  3.51737  -10.19708  1.37730
C  4.35941  -9.70283  0.22172
O  4.79575  -8.36839  0.43088
C  6.15053  -8.28655  0.83736
H  4.85076  -9.34858  4.25058
H  4.18947  -8.29360  2.98735
H  3.10271  -9.34093  3.94534
H  2.66506  -9.53071  1.54173
H  3.12730  -11.18955  1.13046
H  3.74333  -9.70391  -0.68344
H  5.21011  -10.36926  0.05325
H  6.81545  -8.51572  -0.00216
H  6.36402  -8.96438  1.66731
H  6.33781  -7.26415  1.16245
C  -11.03655  2.74176  -6.03941
O  -10.88882  3.17254  -4.69807
C  -10.29541  2.19239  -3.85865
C  -8.83591  2.49319  -3.59977
O  -8.05765  2.36125  -4.77966
C  -7.73300  3.61172  -5.35985
H  -11.30839  3.60952  -6.63844
H  -10.10886  2.31961  -6.43288
H  -11.83742  1.99853  -6.11564
H  -10.41096  1.19237  -4.28646
H  -10.83468  2.21695  -2.90621
H  -8.45182  1.76746  -2.87581
H  -8.72215  3.49251  -3.16933
H  -6.98090  4.12455  -4.75003
H  -8.61531  4.24812  -5.46509
H  -7.31667  3.42587  -6.34865

Results
SMILES = CCCCCCCCC[C@H](O[C@H](OCCC)OC(=O)c1ccccc1)[C@@H](CCC)N(COC(F)(F)F)/C(Cl)=C(\C)Cl.COCCOC.COCCOC.COCCOC.COCCOC.COCCOC
energy relative to the best compared isomer or geometry (same formula, charge and spin) = 0.762 eV

(2)
Below is a cluster of 13 separate species, C51H109N3O30 in total, with properties calculated with ωB97M-V with the def2-TZVPD basis set.

Atoms and positions in Å:
C  -0.26378  14.53311  -1.04720
O  -0.40952  15.96913  -1.20968
C  -1.55079  16.54798  -0.52998
C  -1.60645  18.00626  -0.90640
O  -2.49866  18.63215  0.10735
C  -3.78218  18.94216  -0.34240
C  -4.53925  19.47233  0.95770
O  -4.76835  18.54890  2.02320
C  -3.56316  18.19515  2.75392
H  -0.78412  13.97671  -1.82679
H  -0.70437  14.16757  -0.11964
H  0.81256  14.37436  -1.11329
H  -1.35360  16.41828  0.53416
H  -2.51484  16.08975  -0.75077
H  -1.95212  18.09320  -1.93648
H  -0.62313  18.42562  -0.69350
H  -4.23224  18.02486  -0.72200
H  -3.66308  19.72986  -1.08634
H  -5.49200  19.97263  0.78432
H  -3.90263  20.22207  1.42748
H  -2.77799  17.68379  2.19704
H  -3.88931  17.52162  3.54643
H  -3.06284  18.95742  3.35120
C  -12.44155  20.46577  4.17526
O  -13.69607  21.02206  4.17543
C  -13.68949  22.37898  4.49236
C  -15.05135  23.07046  4.35382
O  -15.63662  22.66839  3.11176
C  -16.45890  23.61690  2.43264
C  -16.71638  23.27301  0.94624
O  -17.58498  22.15468  0.87899
C  -16.92611  20.87704  0.66991
H  -11.82448  20.77345  3.33107
H  -12.51902  19.37907  4.14082
H  -11.79169  20.69413  5.02002
H  -13.15356  22.89492  3.69569
H  -13.28220  22.57374  5.48447
H  -14.88189  24.13530  4.51350
H  -15.70585  22.73676  5.15903
H  -16.05343  24.62864  2.42339
H  -17.35070  23.80738  3.02972
H  -15.82978  23.07389  0.34424
H  -17.21567  24.12573  0.48617
H  -16.08324  20.77255  1.35311
H  -16.66372  20.74535  -0.37981
H  -17.56170  20.02096  0.89628
C  -19.73306  28.58012  5.51293
O  -18.70399  29.29383  4.78277
C  -18.30969  30.60332  5.28501
C  -17.67836  31.45715  4.23788
O  -18.57520  32.09225  3.35004
C  -17.86045  32.64170  2.21024
C  -18.88646  33.20985  1.16402
O  -18.31460  34.18632  0.24206
C  -18.10088  35.53141  0.77127
H  -19.95022  27.69447  4.91579
H  -20.67387  29.12566  5.43973
H  -19.43312  28.27289  6.51480
H  -17.66543  30.62916  6.16385
H  -19.23274  31.14784  5.48393
H  -16.89093  30.84325  3.80063
H  -17.18447  32.27841  4.75721
H  -17.20498  31.92849  1.71043
H  -17.11331  33.36008  2.54759
H  -19.74746  33.65218  1.66514
H  -19.36119  32.40972  0.59611
H  -17.56232  35.44193  1.71469
H  -18.90749  36.24708  0.93031
H  -17.53042  36.08572  0.02600
C  -10.21972  22.37099  13.50527
O  -10.84684  21.65993  14.57315
C  -12.17307  21.36531  14.35593
C  -12.82294  20.39598  15.38820
O  -12.79445  20.80857  16.73188
C  -13.33707  22.07309  17.06721
C  -13.12470  22.53658  18.49375
O  -13.64670  21.62412  19.44658
C  -13.48985  22.06681  20.78457
H  -9.28205  21.86042  13.28571
H  -9.92658  23.39503  13.73657
H  -10.74220  22.36230  12.54870
H  -12.29677  20.96191  13.35091
H  -12.71111  22.31283  14.32730
H  -12.24927  19.47208  15.31463
H  -13.81332  20.08863  15.05236
H  -14.37179  21.93153  16.75508
H  -12.98188  22.91794  16.47716
H  -13.52308  23.53411  18.67900
H  -12.04781  22.62315  18.63839
H  -12.45958  22.30830  21.04597
H  -13.98171  21.36397  21.45702
H  -13.97321  23.03905  20.88047
C  -18.68762  22.57455  -8.41435
O  -19.75492  23.47742  -8.33344
C  -20.89627  23.03862  -7.58032
C  -21.90506  24.14520  -7.27329
O  -21.33461  25.31864  -6.72201
C  -20.85079  25.34034  -5.39907
C  -21.97983  25.74246  -4.42322
O  -22.60243  26.97168  -4.57204
C  -23.59518  27.03187  -5.62208
H  -17.97609  23.07781  -9.06900
H  -18.95274  21.60542  -8.83696
H  -18.19244  22.31608  -7.47835
H  -20.50373  22.62456  -6.65158
H  -21.47321  22.24287  -8.05151
H  -22.69698  23.67655  -6.68906
H  -22.41543  24.46347  -8.18231
H  -20.04790  26.07681  -5.43225
H  -20.37170  24.38110  -5.20304
H  -21.49157  25.68413  -3.45045
H  -22.82110  25.05023  -4.38874
H  -24.01068  28.02601  -5.78683
H  -24.45252  26.36961  -5.50178
H  -23.13896  26.73982  -6.56794
C  -9.62410  25.86919  0.14184
O  -8.73342  25.30477  -0.78371
C  -7.52190  25.89002  -0.98302
O  -6.68357  25.41735  -1.72806
O  -7.38755  27.09372  -0.30855
C  -6.17096  27.82820  -0.33499
H  -9.99085  26.79474  -0.30195
H  -9.15378  26.21932  1.06071
H  -10.45407  25.24743  0.47748
H  -6.10719  28.56626  0.46457
H  -6.05791  28.28903  -1.31630
H  -5.29856  27.17765  -0.27347
C  -12.23738  28.03306  8.23594
O  -11.92777  28.26358  6.85665
C  -11.83453  29.48588  6.31998
O  -12.07141  30.57290  6.85632
O  -11.32703  29.30084  5.07688
C  -11.05904  30.41619  4.18919
H  -13.32636  28.01395  8.27896
H  -11.81232  28.81684  8.86294
H  -11.83278  27.05756  8.50574
H  -10.13463  30.76358  4.65060
H  -11.87674  31.13045  4.09269
H  -10.75714  30.05739  3.20520
C  -15.10498  30.50526  -5.02457
O  -15.60165  29.64077  -3.99284
C  -14.95338  28.50015  -3.52039
O  -15.14246  27.92711  -2.43855
O  -14.50115  27.77879  -4.63936
C  -14.14627  26.36992  -4.53142
H  -14.35868  31.22637  -4.69119
H  -15.91073  31.15815  -5.36014
H  -14.88012  29.93536  -5.92609
H  -13.26510  26.27385  -3.89707
H  -13.82247  26.04029  -5.51864
H  -14.95615  25.67319  -4.31516
C  -14.19010  15.14323  8.17173
O  -13.83347  14.44022  6.93370
C  -13.37498  13.17454  7.02278
O  -12.94416  12.65058  8.05950
O  -13.28999  12.70983  5.80229
C  -12.77355  11.43620  5.57533
H  -13.53972  14.78338  8.96900
H  -15.14452  14.72689  8.49398
H  -14.11086  16.21177  7.97161
H  -12.80448  11.19902  4.51189
H  -13.34428  10.66026  6.08549
H  -11.74703  11.40569  5.94060
C  -22.86196  29.77467  2.37754
O  -23.73234  29.81220  3.49301
C  -24.65571  30.81542  3.49252
O  -24.92432  31.58281  2.51162
O  -25.23694  30.94988  4.73281
C  -25.99383  32.13592  5.05570
H  -23.25987  29.47508  1.40800
H  -22.07057  29.04596  2.55300
H  -22.45455  30.78357  2.31247
H  -25.62481  32.47143  6.02490
H  -27.01936  31.81257  5.23412
H  -25.90478  32.90670  4.29014
C  -15.97604  15.90864  -5.48656
C  -17.38698  15.70650  -5.03101
N  -18.49433  15.59599  -4.75625
H  -15.62357  16.84162  -5.04676
H  -15.94076  16.02579  -6.56967
H  -15.28733  15.07967  -5.32352
C  -17.70440  17.90913  5.07582
C  -18.16706  18.19369  6.44101
N  -18.51460  18.42086  7.49790
H  -18.06059  18.62491  4.33496
H  -18.10108  16.93735  4.78189
H  -16.63261  18.08623  5.16521
C  -18.28950  22.70471  13.28870
C  -17.35215  22.90070  12.17145
N  -16.64265  23.10893  11.27946
H  -18.49059  21.65831  13.51827
H  -19.22092  23.22221  13.05898
H  -17.88726  23.17433  14.18633

Results
calculated total energy = -4429.50388 Eh